{"formula": "C17H42N2O16S3", "method": "ωB97M-V with the def2-TZVPD basis set", "elements": ["C", "N", "C", "C", "C", "C", "O", "H", "H", "H", "H", "H", "H", "H", "H", "H", "H", "H", "H", "H", "H", "N", "O", "O", "O", "O", "S", "O", "O", "C", "C", "C", "H", "H", "H", "H", "H", "H", "H", "H", "O", "S", "O", "O", "C", "C", "C", "H", "H", "H", "H", "H", "H", "H", "H", "O", "S", "O", "O", "C", "C", "C", "H", "H", "H", "H", "H", "H", "H", "H", "C", "C", "O", "C", "O", "O", "H", "H", "H", "H"], "coordinates": [[2.5513, 3.0967, 5.4944], [2.0030, 2.6810, 4.2050], [0.4700, 2.5627, 4.1365], [2.3616, 3.8025, 3.2688], [2.6931, 1.2842, 3.8300], [2.3629, 0.8367, 2.3647], [2.6560, -0.5267, 2.2070], [3.5052, 3.4151, 5.3663], [2.3279, 2.2242, 6.2487], [1.9425, 3.8744, 5.8179], [0.0199, 1.8620, 4.7303], [0.1743, 2.5989, 3.0449], [-0.0099, 3.6595, 4.3454], [1.9676, 3.4843, 2.2939], [3.1931, 3.8101, 3.1565], [2.1221, 4.8138, 3.5115], [2.1537, 0.6045, 4.2718], [3.7321, 1.2138, 3.9988], [2.7595, 1.4360, 1.6799], [1.3382, 1.0838, 2.1516], [1.8714, -1.1231, 2.3256], [0.0175, -0.8183, -0.5308], [0.7699, 0.0664, -1.0413], [-1.1993, -0.6688, -0.6531], [0.5146, -1.6108, 0.2928], [3.1311, 5.4157, 0.4418], [3.7287, 4.4534, -0.3957], [3.7722, 3.0636, -0.0064], [2.8073, 4.5119, -1.8041], [1.6717, 3.7494, -1.7300], [0.8013, 3.9787, -3.0080], [5.3686, 4.8295, -0.8316], [1.0946, 4.3678, -0.9730], [1.8954, 2.6804, -1.5826], [1.4282, 3.9332, -3.9143], [0.3540, 5.0173, -2.8633], [-0.0265, 3.2882, -3.1349], [5.9853, 4.8754, -0.1665], [5.3258, 5.7895, -1.2634], [5.7450, 4.1872, -1.5039], [1.2561, -3.0432, -5.7263], [-0.1029, -3.4036, -6.0303], [-0.6864, -4.5525, -5.4459], [-1.1040, -2.1033, -5.6866], [-1.0837, -1.8558, -4.2620], [-2.2080, -0.7534, -3.9485], [-0.2061, -3.6036, -7.7812], [-0.0189, -1.5557, -3.9843], [-1.5631, -2.6464, -3.5919], [-3.1823, -1.0863, -4.3862], [-1.9074, 0.3381, -4.4398], [-2.2939, -0.7197, -2.9436], [-1.1819, -4.0338, -7.8298], [0.4725, -4.2869, -8.2136], [-0.1196, -2.4669, -8.2751], [-4.4607, -3.9111, 2.3196], [-4.6252, -4.0536, 0.9129], [-5.0021, -2.9056, 0.2187], [-3.1345, -4.7198, 0.3171], [-2.4947, -3.8701, -0.6299], [-1.0456, -4.2869, -0.7953], [-5.5971, -5.4958, 0.7265], [-2.5042, -2.8097, -0.4141], [-3.0845, -3.6861, -1.5267], [-0.5466, -4.2380, 0.0935], [-0.5330, -3.7019, -1.4528], [-1.1204, -5.4312, -0.9052], [-5.7887, -5.6844, -0.3282], [-6.4708, -4.9503, 1.3808], [-4.8845, -6.3041, 1.0681], [-2.3609, -1.1469, 2.1467], [-2.1039, 0.3469, 2.3183], [-1.2060, 0.2442, 3.4257], [-1.4596, -0.8837, 4.0408], [-0.8948, -1.2646, 5.0512], [-2.2522, -1.6754, 3.4081], [-1.7010, -1.8224, 1.7577], [-3.3487, -1.3972, 1.6799], [-3.1160, 0.9336, 2.4313], [-1.7160, 0.6833, 1.5193]], "atomic_forces_ev_per_a": [[-3.70, -3.80, 2.16], [-0.09, -0.32, -0.99], [0.27, 5.65, -2.48], [-16.46, -2.00, 0.11], [-0.40, 3.54, -4.43], [-2.01, -1.53, 2.56], [-0.24, -0.18, 0.49], [3.00, 0.43, -0.03], [1.13, 1.64, -1.30], [-0.89, 1.69, 0.73], [-0.67, -2.03, 1.29], [0.54, -1.16, 1.29], [1.51, -2.43, 0.38], [-0.19, 0.67, 0.20], [18.25, -0.25, -2.15], [-1.18, 0.31, 0.78], [-2.57, -3.44, 3.63], [1.07, 0.61, 0.63], [2.96, 1.90, -3.08], [-1.05, -0.50, 0.34], [0.78, 1.13, -0.49], [1.83, 3.13, 1.41], [-0.18, -0.98, -0.41], [-1.36, -1.01, -0.46], [-0.44, -0.92, -0.28], [-0.10, 1.30, 1.33], [-1.40, -3.23, -1.82], [-0.19, 0.63, 0.39], [4.94, 1.40, 0.37], [-3.59, 0.05, 0.09], [0.64, 1.59, 0.40], [-7.40, 2.02, -6.23], [-0.02, -2.07, 0.10], [-0.37, 0.48, 0.48], [-0.28, 0.15, 0.31], [0.59, -1.22, -0.72], [0.12, -0.29, 0.39], [6.20, 0.32, 8.59], [0.05, 1.30, -0.79], [0.75, -2.56, -2.66], [-0.53, 0.10, 0.26], [1.22, 1.50, 0.03], [-0.49, -0.89, 0.62], [1.09, -1.98, -0.59], [-1.53, 1.62, 1.69], [1.96, 1.40, -5.51], [-1.30, 4.47, -0.47], [-1.63, -0.42, 0.03], [1.49, -0.02, -1.39], [0.88, 0.23, 0.18], [-0.88, -2.80, 1.43], [-0.16, 0.57, 3.35], [-0.91, 0.07, -0.85], [1.18, -0.52, 0.13], [-0.36, -3.29, 1.17], [0.21, -0.03, 0.60], [4.11, -2.98, 1.20], [-0.91, 1.73, -2.19], [-2.49, 1.56, 0.60], [0.69, 1.90, -0.67], [-3.63, -4.14, 0.38], [-0.60, 1.59, 0.78], [0.22, 0.38, 1.57], [-0.08, -1.51, -0.78], [1.14, 0.70, 2.67], [1.30, 1.04, -2.34], [0.70, 1.55, -0.97], [-0.54, 0.22, 0.11], [1.41, -2.78, -1.45], [-1.51, 0.81, 0.46], [-3.84, 0.20, -2.15], [-4.50, -3.24, 4.00], [-0.20, 2.55, -0.43], [2.19, -2.64, 3.79], [-0.17, 1.40, -0.38], [-2.07, -0.25, 2.27], [2.44, -0.25, -3.16], [0.68, 0.44, 0.63], [1.95, -1.02, 0.81], [3.59, 2.72, -5.57]], "lowdin_charge": [-0.006, -0.282, 0.029, 0.027, 0.019, -0.226, -0.018, 0.077, 0.168, 0.080, 0.058, 0.112, 0.163, 0.121, -0.045, 0.134, 0.068, 0.134, 0.052, 0.107, 0.115, -0.593, -0.077, -0.055, -0.049, -0.264, 0.667, -0.285, -0.254, -0.324, -0.052, -0.067, 0.128, 0.119, 0.078, 0.092, 0.068, -0.016, 0.084, 0.059, -0.294, 0.587, -0.278, -0.277, -0.261, -0.062, -0.135, 0.137, 0.119, 0.079, 0.129, -0.016, 0.043, 0.050, 0.152, -0.280, 0.564, -0.252, -0.244, -0.322, -0.042, -0.136, 0.075, 0.111, 0.036, 0.038, 0.116, 0.064, 0.140, 0.095, -0.137, -0.051, 0.059, -0.640, 0.113, 0.118, 0.097, 0.140, 0.180, 0.041], "e_lumo_ha": -0.010, "charge": 0, "de_lowest_kj_mol": 61.0, "energy_ev": -86539.0035, "gap_ev": 7.38, "homo_energy_ha": -0.281, "spin_multiplicity": 1, "fmax_ha_per_bohr": 0.357}